17
Properties=species:S:1:pos:R:3:forces:R:3 method="wB97M-V/def2-TZVPD" orbital_gap_ev=10.17 e_lumo_ev=1.21 homo_energy_ev=-8.9586
C -1.6295 -0.1143 1.1296 0.065 -0.906 1.716
C -0.1953 -0.2876 0.7123 1.258 0.076 1.310
C 0.2465 -1.4139 -0.2463 -1.490 -1.936 -0.481
C 1.0541 -0.3960 -1.0395 0.432 -0.216 -1.053
C 0.2107 0.6684 -0.3736 -2.442 -1.205 -3.270
H -1.6636 0.8332 1.7417 -0.586 -0.941 -0.829
H -2.2026 -0.1223 0.2111 -0.485 0.515 0.028
H -2.0154 -0.9934 1.7381 0.495 1.119 -0.431
H 0.5344 -0.1853 1.5606 -0.618 -0.225 -0.425
H 0.6858 -2.3924 0.0932 -0.164 1.203 -0.021
H -0.6859 -1.7178 -0.8108 0.937 0.285 0.308
H 1.1141 -0.4084 -2.1616 -0.229 -0.164 1.012
H 2.0445 -0.2901 -0.6607 1.084 -0.228 0.339
H -0.7063 0.6757 -1.0661 0.791 0.418 0.853
H 1.3828 1.9502 0.5651 -0.714 0.417 -1.492
H 1.1579 2.2249 -1.1761 -1.028 -0.336 2.884
N 0.6679 1.9690 -0.2168 2.694 2.122 -0.449



64
Properties=species:S:1:pos:R:3:forces:R:3 method="wB97M-V/def2-TZVPD" orbital_gap_ev=6.08 e_lumo_ev=1.85 total_charge=-1 homo_energy_ev=-4.2298
C 1.9331 -3.0071 -3.3357 -0.857 0.384 -0.216
C 0.6953 -2.4236 -3.8264 1.248 -0.172 1.260
C -0.1289 -1.2615 -3.0410 1.296 -0.871 -1.256
N -0.5630 -0.2578 -4.0346 -0.059 0.444 1.282
C -2.0180 -0.0165 -4.0988 -1.656 -0.191 0.091
C -2.7655 0.2524 -2.7035 -1.158 -0.922 0.557
C -4.3515 0.6072 -2.8806 1.591 0.204 1.608
N -4.4835 2.0393 -3.3011 0.126 -0.857 -0.852
C 0.2817 0.9408 -4.1690 -0.787 3.208 -1.562
S 2.1042 0.6962 -3.8662 0.426 -0.573 0.642
C -0.1613 2.2393 -3.3277 0.842 0.694 0.398
C 0.1788 2.1895 -1.7564 -0.189 0.785 -0.059
C 1.4280 3.0986 -1.3143 1.065 -0.561 3.128
F 2.1763 3.9451 -2.1730 -2.289 -1.304 1.698
C 1.8005 3.1013 0.0627 -0.728 0.271 -3.315
F 1.5274 1.9024 0.8018 0.543 3.750 -0.872
F 2.3717 4.2625 0.6752 -0.851 -3.687 -0.716
C 0.1665 1.3982 -5.7450 3.059 -0.996 -4.816
O -0.6951 2.2385 -6.1687 1.358 -1.893 2.104
O 1.1298 0.8168 -6.5787 -4.325 2.239 4.029
H 1.8993 -4.0423 -2.8211 0.504 0.843 -2.559
H 2.9524 -2.4897 -3.5035 -1.895 -0.031 2.003
H 0.2993 -2.8280 -4.8280 -0.782 -0.210 2.317
H -1.0089 -1.8468 -2.5631 1.303 0.924 -1.073
H 0.4658 -0.8508 -2.1418 -0.580 -0.637 -1.470
H -2.4974 -0.9754 -4.5436 0.699 1.433 0.728
H -2.3378 0.8298 -4.8131 1.183 -1.214 0.940
H -2.7520 -0.6842 -2.0173 0.253 1.374 -1.148
H -2.3321 1.1031 -2.0731 -0.377 -1.121 -1.006
H -4.8804 -0.1399 -3.5625 0.648 1.263 0.812
H -4.7849 0.5479 -1.8076 0.442 -0.201 -1.813
H -4.3688 2.0498 -4.3260 -0.002 0.320 0.679
H -3.6829 2.5735 -2.9195 -0.679 -0.524 -0.345
H 2.7344 1.9449 -3.7754 -1.512 -0.834 -0.288
H 0.4457 3.1255 -3.7627 -1.110 -1.479 0.551
H -1.2585 2.5375 -3.4409 1.556 -0.710 -0.124
H -0.7367 2.6495 -1.2123 1.586 -0.621 -0.688
H 0.2971 1.1399 -1.3188 0.098 1.499 -0.798
C 1.6948 1.7328 3.6267 0.012 -0.383 -0.090
C 1.8067 1.2740 5.0641 -0.343 0.746 -1.067
C 2.9652 1.8710 5.8055 0.094 0.626 0.251
O 3.2204 0.8886 6.8046 -0.145 -0.660 -0.083
C 2.8028 -0.3048 6.2915 0.250 -0.753 0.300
O 3.0301 -1.3719 6.7850 -0.188 0.769 -0.350
O 2.0978 -0.1202 5.1385 0.646 0.023 0.837
H 0.9607 1.1286 3.0885 -0.015 0.170 0.127
H 1.3954 2.7820 3.5727 -0.004 -0.099 0.044
H 2.6446 1.6146 3.0986 -0.055 0.031 0.142
H 0.8592 1.4462 5.5875 0.104 0.010 0.093
H 2.7235 2.8333 6.2599 0.071 -0.185 0.127
H 3.8662 1.9809 5.1933 -0.171 -0.029 -0.123
C 0.6203 -2.5062 4.4815 -0.310 0.186 -0.053
C -0.6735 -3.2791 4.3466 1.194 0.335 0.326
C -0.6384 -4.3490 3.2963 0.268 -0.607 -0.025
O -2.0124 -4.4651 2.9403 -0.381 0.479 0.070
C -2.5812 -3.2485 3.1837 -0.854 0.326 -0.344
O -3.6798 -2.9311 2.8309 0.823 -0.276 0.285
O -1.7271 -2.4416 3.8768 -0.609 -0.435 -0.376
H 0.4763 -1.6303 5.1145 -0.012 -0.332 0.012
H 1.4056 -3.1295 4.9154 -0.092 0.074 0.033
H 0.9649 -2.1379 3.5110 -0.079 -0.097 0.039
H -0.9740 -3.6795 5.3215 -0.032 -0.088 -0.093
H -0.2538 -5.2978 3.6745 -0.212 0.017 -0.092
H -0.0742 -4.0654 2.4019 0.047 0.127 0.158



12
Properties=species:S:1:pos:R:3:forces:R:3 method="wB97M-V/def2-TZVPD" orbital_gap_ev=9.92 e_lumo_ev=0.64 homo_energy_ev=-9.2871
S 0.6813 0.3925 -0.7757 -3.231 1.318 -0.131
C -1.3065 0.9126 1.0901 -0.452 0.280 1.288
C -0.8103 -0.1535 0.1798 -0.042 -0.446 -1.811
H 0.4370 -0.3180 -1.8974 0.128 0.125 0.305
H -0.5735 1.2982 1.8186 -0.223 -0.235 -0.287
H -2.1125 0.3987 1.6404 0.108 0.624 0.166
H -1.7421 1.7662 0.5440 0.287 -0.404 0.157
H -1.6349 -0.2545 -0.5517 0.608 -0.364 0.114
H -0.6256 -1.1527 0.6190 -0.009 0.766 0.056
O 2.9439 -0.8706 -0.8067 1.188 -1.515 -0.717
H 2.1331 -0.3959 -0.5145 1.197 -0.938 0.205
H 2.6100 -1.6230 -1.3460 0.440 0.787 0.655



14
Properties=species:S:1:pos:R:3:forces:R:3 method="wB97M-V/def2-TZVPD" orbital_gap_ev="6.96 / 7.09" e_lumo_ev="-9.95 / -9.85" spin_multiplicity=2 total_charge=+2 s_squared=0.753 homo_energy_ev="-16.9114 / -16.9427"
H -0.6635 2.4709 1.0821 0.321 -0.610 0.090
O 1.1497 2.0766 0.2318 4.728 -2.100 -1.817
C 0.0463 1.6538 0.8500 -2.455 -3.169 -1.427
H 0.2999 0.9709 1.6904 -0.659 0.633 0.188
C -0.9076 0.5368 -0.2664 1.208 4.012 2.387
C -0.5223 -0.8509 -0.5597 0.787 -3.945 -1.000
C 0.4938 -1.8710 -0.2229 -1.560 2.455 4.609
H -1.8204 0.5272 0.3442 0.056 -0.452 -0.449
H -1.1430 1.0912 -1.1844 0.189 -0.084 0.291
H -1.4602 -1.4168 -0.4553 0.281 -0.226 -1.349
H 0.1097 -1.1352 -1.6313 -1.943 0.421 0.326
H 0.1078 -2.8439 0.1277 0.383 -0.413 -1.563
O 1.6413 -1.5510 0.2336 0.635 -0.025 -1.309
Ce 2.6686 0.3414 -0.2398 -1.970 3.503 1.021



94
Properties=species:S:1:pos:R:3:forces:R:3 method="wB97M-V/def2-TZVPD" orbital_gap_ev=5.91 e_lumo_ev=1.68 total_charge=-1 homo_energy_ev=-4.2227
Zr 0.5629 0.5242 -1.1763 0.268 -1.690 -0.328
C 4.7059 -0.8914 -4.0890 0.008 0.019 0.002
C 4.5909 -0.8980 -2.6083 0.160 0.173 -0.089
N 5.3773 -1.4999 -1.7964 0.076 0.084 0.032
N 4.7702 -1.3650 -0.5349 -0.051 -0.207 -0.072
C 3.7624 -0.3333 -0.5299 -0.099 0.081 0.161
S 2.3271 -0.7604 0.5043 0.178 0.173 -0.055
N 3.5257 -0.3150 -1.9565 -0.282 -0.225 0.077
N 2.6686 0.6533 -2.4736 -0.003 -0.022 0.112
H 5.6394 -1.3735 -4.3683 -0.013 -0.013 -0.011
H 4.6984 0.1271 -4.4845 0.011 -0.003 0.003
H 3.8690 -1.4305 -4.5426 -0.012 -0.012 0.022
H 5.4074 -1.4278 0.2381 0.007 0.048 0.031
H 3.1193 1.5672 -2.5402 -0.055 0.038 -0.080
H 2.3467 0.3534 -3.3932 -0.033 -0.009 0.017
Br 0.6244 4.8519 -4.0379 0.052 0.008 0.032
C -0.7621 3.5724 -3.9819 -0.159 0.076 -0.122
C -1.8568 3.7253 -4.8603 0.075 0.023 0.048
C -2.8626 2.8096 -4.8839 0.028 -0.072 0.073
Br -4.3062 3.0529 -6.0914 -0.027 0.009 -0.029
C -2.8338 1.6754 -4.0271 -0.075 0.018 -0.073
C -3.7887 0.6383 -3.9936 0.002 0.028 -0.009
C -3.6107 -0.4124 -3.1369 0.032 -0.022 0.040
C -2.4876 -0.4401 -2.2923 -0.059 0.008 -0.011
N -1.5950 0.5178 -2.2969 -0.059 0.371 -0.035
C -1.7446 1.5580 -3.1469 -0.014 0.039 -0.026
C -0.6734 2.5132 -3.1075 0.224 -0.013 0.026
O 0.3239 2.3022 -2.2910 -0.116 0.146 -0.261
H -1.8793 4.5807 -5.5206 -0.009 -0.005 -0.008
H -4.6433 0.6826 -4.6549 -0.009 -0.014 0.008
H -4.3206 -1.2268 -3.0935 -0.009 0.005 -0.018
H -2.3098 -1.2570 -1.6030 0.000 -0.003 0.014
S -1.2577 0.2971 0.7892 0.253 -0.226 0.166
C 0.7448 2.8851 1.6935 -0.167 -0.206 0.089
N 0.2463 3.2034 2.7631 0.162 -0.090 0.008
N -0.9224 2.7366 3.2876 0.010 0.101 -0.159
C -1.2332 3.1057 4.5821 -0.089 -0.080 0.038
C -0.3738 3.8936 5.3507 -0.010 -0.006 0.019
C -0.7344 4.2553 6.6401 0.037 0.023 -0.002
C -1.9390 3.8504 7.1937 -0.027 -0.027 -0.036
C -2.7947 3.0718 6.4226 -0.018 0.008 0.028
C -2.4560 2.7058 5.1337 0.077 -0.003 -0.017
N 1.2230 2.9165 0.5670 0.005 0.601 -0.302
N 2.2051 2.1223 -0.0093 -0.275 0.052 0.306
C 3.3483 2.0304 0.5801 0.024 -0.053 -0.075
C 3.6702 2.6441 1.8586 0.003 0.016 -0.134
C 4.8362 2.3798 2.4629 0.060 0.000 0.052
C 5.8552 1.5512 1.8449 -0.026 0.064 0.028
C 5.6489 1.0345 0.6333 0.042 -0.017 -0.033
C 4.3662 1.1649 -0.1041 0.007 -0.156 0.001
H -1.3843 1.9807 2.7898 0.069 -0.064 0.125
H 0.5691 4.2132 4.9328 -0.001 -0.005 -0.003
H -0.0518 4.8645 7.2206 -0.003 -0.003 -0.003
H -2.2094 4.1360 8.2015 0.000 0.000 -0.002
H -3.7471 2.7492 6.8255 0.009 -0.002 0.006
H -3.1402 2.1155 4.5416 -0.043 -0.082 -0.072
H 2.9516 3.2947 2.3305 0.010 0.005 0.025
H 5.0423 2.8160 3.4329 -0.006 0.007 -0.001
H 6.7981 1.4115 2.3574 0.010 -0.003 -0.018
H 6.4423 0.4933 0.1321 -0.020 -0.030 -0.001
H 4.6052 1.6097 -1.0762 0.038 0.086 0.030
C -5.4824 -4.6952 4.3809 -0.020 -0.019 0.006
C -4.3570 -4.0638 3.6060 0.018 0.002 -0.013
C -3.8437 -4.6591 2.4632 -0.014 0.001 -0.016
C -2.8170 -4.0754 1.7258 -0.037 0.018 -0.001
C -2.3202 -4.7924 0.4979 -0.004 -0.035 -0.030
C -2.2683 -2.8556 2.1529 -0.214 0.035 -0.072
Te -0.6846 -2.0382 0.9942 0.027 -0.068 0.197
C -2.7424 -2.2670 3.3319 0.009 -0.044 0.043
C -2.1551 -1.0054 3.8910 -0.005 0.098 0.050
C -3.7880 -2.8704 4.0245 0.035 -0.010 0.040
H -5.8134 -5.6207 3.9092 0.004 0.002 -0.001
H -6.3425 -4.0255 4.4455 0.007 0.004 -0.005
H -5.1773 -4.9306 5.4028 0.009 0.006 -0.004
H -4.2587 -5.6031 2.1232 -0.003 0.002 0.006
H -2.9480 -5.6573 0.2813 0.002 -0.008 0.006
H -1.2954 -5.1502 0.6271 -0.006 0.017 -0.002
H -2.3113 -4.1349 -0.3733 -0.011 -0.004 0.016
H -1.0998 -0.9031 3.6382 0.014 -0.022 -0.007
H -2.2620 -0.9823 4.9766 -0.026 0.027 -0.010
H -2.6673 -0.1350 3.4779 0.022 0.066 -0.022
H -4.1516 -2.3958 4.9319 0.001 -0.009 -0.005
N 0.5648 -1.0690 -2.2509 -0.111 1.190 0.215
C 0.8117 -1.5630 -3.4755 0.199 -0.187 0.037
C 0.7406 -0.7603 -4.6454 -0.047 0.004 -0.087
C 1.0739 -1.2568 -5.8996 0.014 0.020 0.024
C 1.4958 -2.5682 -6.0605 -0.004 -0.017 0.031
C 1.5639 -3.3840 -4.9273 0.022 0.020 -0.024
C 1.2345 -2.9046 -3.6771 -0.050 -0.027 0.085
H 0.3906 0.2649 -4.5547 -0.008 -0.001 0.037
H 0.9969 -0.6000 -6.7597 0.006 -0.015 -0.012
H 1.7564 -2.9531 -7.0379 0.003 0.001 -0.001
H 1.8943 -4.4125 -5.0251 -0.006 -0.001 -0.016
H 1.3086 -3.5397 -2.8022 0.007 0.007 -0.002



23
Properties=species:S:1:pos:R:3:forces:R:3 method="wB97M-V/def2-TZVPD" orbital_gap_ev="10.03 / 6.41" e_lumo_ev="0.53 / -1.05" homo_energy_ev="-9.4975 / -7.4516"
C 1.1341 1.3520 -2.5407 -1.099 -0.214 -1.936
C 0.8927 0.4095 2.4545 0.123 1.059 -2.498
C 0.3105 0.4534 -1.6151 1.622 -0.812 -1.971
C 0.3609 -0.6443 0.3492 -0.895 -3.148 0.117
N -1.4350 -2.0895 0.4872 -0.054 -0.390 0.860
N -0.8808 -1.2416 -0.2990 0.908 1.405 -0.895
N -2.3422 0.9207 0.1710 0.000 0.079 0.291
O -2.1843 2.0901 -0.1053 -0.424 -1.288 0.578
O -2.9404 0.3539 1.0405 0.064 0.983 -0.623
O 1.0713 -1.7484 0.8545 3.561 -1.645 -1.468
O -0.0951 0.0292 1.4189 -0.001 1.870 2.135
O 1.1156 0.0492 -0.5121 0.825 -0.188 -0.454
H 1.9789 0.7544 -3.0229 -0.968 1.103 0.671
H 0.3691 1.6525 -3.3765 1.529 -0.603 1.200
H 1.4446 2.3335 -2.1155 0.076 -1.001 0.024
H 0.4288 0.2679 3.3630 -1.022 -0.966 1.982
H 1.1344 1.5127 2.5039 -0.046 -1.145 -0.990
H 1.7199 -0.2589 2.2650 0.498 0.342 0.569
H -0.0544 -0.5341 -2.1174 0.443 2.363 0.493
H -0.4253 1.0228 -1.1424 -1.743 0.708 -0.219
H -1.1419 -2.1305 1.4416 0.047 -0.139 0.689
H -2.3316 -2.4564 0.2546 -0.386 -0.041 -0.330
H 1.8702 -2.0981 0.2429 -3.057 1.669 1.779



Q: Which M values were calculated for the entries above? A: 85.150; 515.527; 80.152; 227.214; 1116.571; 181.148, in g/mol.
Q: Which maximum force values were calculated for the entries above? A: 4.3; 6.3; 3.5; 5.5; 1.7; 4.2, in eV/Å.
Q: Which energy above the lowest of the compared OMol25 structures with the same formula, charge and spin values were calculated for the entries above? A: 1.471; 2.901; 1.086; 0.000; 2.342; 2.571, in eV.